Record 1
ORCA calculation (ωB97M-V/def2-TZVPD) on 2 unconnected molecules or ions with the total composition C5H16N2O at a distorted geometry.

Values from the calculation:
E_tot ... -384.82029 Eh
E_HOMO ... -9.014 eV
SMILES string ... CN[C@@H](N)O.CCC
ΔE to the lowest compared entry with this formula, charge and spin ... 23.7 kcal per mole

Bonds (Å) are listed after each position.
Positions of all 24 atoms, in Å:
1 C 2.020 0.776 -1.080  H7 1.090, H15 1.090, C19 1.526, H24 1.089
2 H 2.164 -1.772 0.002  C18 1.090
3 C -1.760 0.837 0.595  N12 1.483, O17 1.404, N21 1.426, H22 1.098
4 H -3.771 0.292 1.028  N21 1.014
5 H 3.765 -1.040 0.110  C18 1.089
6 H 2.814 -1.316 1.574  C18 1.088
7 H 3.008 0.842 -1.536  C1 1.090
8 H 1.148 0.361 0.854  C19 1.092
9 H -0.894 -1.682 -0.199  C14 1.099
10 H -1.492 -1.515 -1.855  C14 1.088
11 H -3.351 1.339 -0.324  N21 1.088
12 N -1.621 0.251 -0.760  C3 1.483, H13 1.014, C14 1.459
13 H -0.747 0.572 -1.161  N12 1.014
14 C -1.661 -1.206 -0.826  H9 1.099, H10 1.088, N12 1.459, H16 1.089
15 H 1.443 0.047 -1.649  C1 1.090
16 H -2.635 -1.557 -0.490  C14 1.089
17 O -1.228 0.063 1.638  C3 1.404, H23 0.967
18 C 2.759 -1.025 0.527  H2 1.090, H5 1.089, H6 1.088, C19 1.525
19 C 2.133 0.358 0.383  C1 1.526, H8 1.092, C18 1.525, H20 1.093
20 H 2.744 1.089 0.918  C19 1.093
21 N -3.168 1.040 0.705  C3 1.426, H4 1.014, H11 1.088
22 H -1.232 1.799 0.586  C3 1.098
23 H -1.976 -0.301 2.132  O17 0.967
24 H 1.540 1.750 -1.174  C1 1.089

Record 2
ORCA calculation (ωB97M-V/def2-TZVPD) on 2 unconnected molecules or ions with the total composition C5H16N2O.

Values from the calculation:
E_tot ... -384.83121 Eh
E_HOMO ... -8.849 eV
SMILES string ... CCNC.CNCO
ΔE to the lowest compared entry with this formula, charge and spin ... 16.9 kcal per mole

Bonds (Å) are listed after each position.
Positions of all 24 atoms, in Å:
1 N 1.900 -0.294 -0.498  C8 1.451, H9 1.014, C22 1.452
2 H 3.209 0.242 -2.105  C8 1.101
3 C -1.631 -0.902 0.197  N5 1.455, C15 1.520, H17 1.102, H18 1.093
4 H -2.608 0.103 -1.438  C15 1.084
5 N -1.453 0.299 0.998  C3 1.455, C10 1.449, H12 1.018
6 O 0.786 1.705 -0.015  H19 0.983, C22 1.386
7 H -0.445 -0.611 2.559  C10 1.092
8 C 2.180 -0.095 -1.908  N1 1.451, H2 1.101, H23 1.093, H24 1.088
9 H 2.560 -0.954 -0.102  N1 1.014
10 C -1.316 0.032 2.416  N5 1.449, H7 1.092, H13 1.088, H20 1.101
11 H 2.772 1.587 -0.002  C22 1.102
12 H -2.236 0.930 0.840  N5 1.018
13 H -1.150 0.970 2.941  C10 1.088
14 H -1.885 -1.447 -1.865  C15 1.087
15 C -1.754 -0.543 -1.275  C3 1.520, H4 1.084, H14 1.087, H16 1.090
16 H -0.850 -0.032 -1.606  C15 1.090
17 H -2.512 -1.481 0.518  C3 1.102
18 H -0.745 -1.523 0.351  C3 1.093
19 H -0.006 1.203 0.280  O6 0.983
20 H -2.192 -0.472 2.853  C10 1.101
21 H 1.973 0.693 1.327  C22 1.102
22 C 1.913 0.947 0.256  N1 1.452, O6 1.386, H11 1.102, H21 1.102
23 H 1.491 0.669 -2.278  C8 1.093
24 H 2.000 -1.026 -2.442  C8 1.088

Record 3
ORCA calculation (ωB97M-V/def2-TZVPD) on 2 unconnected molecules or ions with the total composition C5H16N2O at a distorted geometry.

Values from the calculation:
E_tot ... -384.46875 Eh
<S²> ... 0.75
2S+1 ... 2
E_HOMO (alpha / beta) ... -13.520 / -13.225 eV
ΔE to the lowest compared entry with this formula, charge and spin ... 46.8 kcal per mole
Net charge ... +1

Bonds (Å) are listed after each position.
Positions of all 24 atoms, in Å:
1 H -0.218 1.343 2.784  C19 1.108
2 H 0.025 -0.255 3.327  C19 1.187
3 H 1.875 -0.619 -0.272  O21 0.948
4 C -0.543 0.852 -1.349  H5 1.100, C11 1.537, H12 1.075, N20 1.566
5 H -1.601 0.957 -1.070  C4 1.100
6 H 1.808 -0.949 -1.953  N18 0.988
7 H -2.340 0.823 1.171  C22 1.099
8 H -0.061 -1.068 0.876  C13 1.092
9 H 1.247 0.534 2.317  C19 1.071
10 H -2.463 -0.776 0.538  C22 1.064
11 C -0.265 -0.496 -2.032  C4 1.537, H15 1.179, N18 1.452, H24 1.068
12 H -0.095 1.506 -2.075  C4 1.075
13 C -0.445 -0.077 1.123  H8 1.092, C19 1.464, N20 1.439, C22 1.503
14 H 3.263 -0.794 0.348  O21 0.922
15 H -0.408 -1.275 -1.158  C11 1.179
16 H 0.177 1.682 0.440  N20 0.974
17 H -2.482 -0.517 2.191  C22 1.127
18 N 1.068 -0.713 -2.564  H6 0.988, C11 1.452, H23 1.007
19 C 0.184 0.405 2.354  H1 1.108, H2 1.187, H9 1.071, C13 1.464
20 N 0.074 0.778 0.089  C4 1.566, C13 1.439, H16 0.974
21 O 2.804 -0.466 -0.381  H3 0.948, H14 0.922
22 C -1.937 -0.196 1.258  H7 1.099, H10 1.064, C13 1.503, H17 1.127
23 H 1.276 0.079 -3.149  N18 1.007
24 H -0.944 -0.757 -2.814  C11 1.068

Record 4
ORCA calculation (ωB97M-V/def2-TZVPD) on 2 unconnected molecules or ions with the total composition C5H16N2O2 at a distorted geometry.

Values from the calculation:
E_tot ... -459.98762 Eh
E_HOMO ... -8.351 eV
SMILES string ... NCCNCCCO.O
ΔE to the lowest compared entry with this formula, charge and spin ... 80.9 kcal per mole

Bonds (Å) are listed after each position.
Positions of all 25 atoms, in Å:
1 N 0.799 -1.165 -1.381  C4 1.505, C8 1.496, H21 1.120
2 H 1.246 1.618 0.502  N10 1.079
3 H -0.874 0.167 -1.728  C4 1.111
4 C 0.181 0.033 -2.051  N1 1.505, H3 1.111, H14 1.085, C24 1.559
5 C 0.365 -0.600 2.205  H7 1.001, C16 1.538, H17 1.165, O20 1.345
6 H 1.714 -1.806 1.000  C16 1.120
7 H 0.461 -0.982 3.125  C5 1.001
8 C -0.044 -1.573 -0.215  N1 1.496, C16 1.524, H19 1.204, H23 1.091
9 H -2.199 2.148 0.663  O22 0.940
10 N 0.466 1.783 -0.224  H2 1.079, H12 1.020, C24 1.466
11 H -1.667 -0.105 2.427  O20 0.976
12 H -0.375 1.235 -0.044  N10 1.020
13 H 0.244 -2.709 1.499  C16 1.129
14 H 0.232 -0.084 -3.128  C4 1.085
15 H 0.693 1.988 -2.422  C24 1.076
16 C 0.611 -1.698 1.157  C5 1.538, H6 1.120, C8 1.524, H13 1.129
17 H 1.199 0.207 2.101  C5 1.165
18 H 1.913 1.084 -1.510  C24 1.091
19 H -0.278 -2.751 -0.313  C8 1.204
20 O -0.810 0.012 1.974  C5 1.345, H11 0.976
21 H 1.871 -1.079 -1.066  N1 1.120
22 O -2.916 1.977 0.078  H9 0.940, H25 0.945
23 H -0.978 -1.010 -0.234  C8 1.091
24 C 0.858 1.353 -1.569  C4 1.559, N10 1.466, H15 1.076, H18 1.091
25 H -2.711 1.956 -0.844  O22 0.945

Record 5
ORCA calculation (ωB97M-V/def2-TZVPD) on 2 unconnected molecules or ions with the total composition C5H16N2O2 at a distorted geometry.

Values from the calculation:
E_tot ... -459.95326 Eh
E_HOMO ... -8.684 eV
SMILES string ... C[C@H](CO)NCCN.O
ΔE to the lowest compared entry with this formula, charge and spin ... 102.5 kcal per mole

Bonds (Å) are listed after each position.
Positions of all 25 atoms, in Å:
1 H -2.033 1.424 -1.490  O4 0.953
2 C 1.438 0.779 1.377  H5 1.167, N11 1.456, H22 1.239, C25 1.564
3 H 2.985 1.561 0.367  N11 0.916
4 O -1.313 0.889 -1.171  H1 0.953, C12 1.397
5 H 0.353 1.186 1.510  C2 1.167
6 C -2.165 -1.649 0.128  H10 1.049, H14 1.137, H15 1.121, C17 1.497
7 H 1.227 -1.584 1.692  C25 1.173
8 O 1.405 0.012 -3.205  H16 1.007, H20 1.012
9 H 2.240 -1.077 0.290  C25 1.103
10 H -2.168 -1.672 -0.921  C6 1.049
11 N 2.076 1.663 0.411  C2 1.456, H3 0.916, H21 1.149
12 C -1.568 0.922 0.202  O4 1.397, C17 1.546, H19 1.154, H23 1.094
13 N 0.216 -0.933 0.016  C17 1.578, H18 1.009, C25 1.514
14 H -3.279 -1.622 0.355  C6 1.137
15 H -1.623 -2.556 0.501  C6 1.121
16 H 1.305 0.901 -2.744  O8 1.007
17 C -1.227 -0.552 0.525  C6 1.497, C12 1.546, N13 1.578, H24 1.154
18 H 0.432 -0.457 -0.847  N13 1.009
19 H -1.024 1.651 0.912  C12 1.154
20 H 1.503 -0.600 -2.405  O8 1.012
21 H 1.684 1.424 -0.642  N11 1.149
22 H 2.106 0.649 2.412  C2 1.239
23 H -2.659 0.963 0.129  C12 1.094
24 H -1.322 -0.604 1.674  C17 1.154
25 C 1.410 -0.717 0.923  C2 1.564, H7 1.173, H9 1.103, N13 1.514

What did the fourth record say?
ORCA calculation (ωB97M-V/def2-TZVPD) on 2 unconnected molecules or ions with the total composition C5H16N2O2 at a distorted geometry.

Values from the calculation:
E_tot ... -459.98762 Eh
E_HOMO ... -8.351 eV
SMILES string ... NCCNCCCO.O
ΔE to the lowest compared entry with this formula, charge and spin ... 80.9 kcal per mole

Bonds (Å) are listed after each position.
Positions of all 25 atoms, in Å:
1 N 0.799 -1.165 -1.381  C4 1.505, C8 1.496, H21 1.120
2 H 1.246 1.618 0.502  N10 1.079
3 H -0.874 0.167 -1.728  C4 1.111
4 C 0.181 0.033 -2.051  N1 1.505, H3 1.111, H14 1.085, C24 1.559
5 C 0.365 -0.600 2.205  H7 1.001, C16 1.538, H17 1.165, O20 1.345
6 H 1.714 -1.806 1.000  C16 1.120
7 H 0.461 -0.982 3.125  C5 1.001
8 C -0.044 -1.573 -0.215  N1 1.496, C16 1.524, H19 1.204, H23 1.091
9 H -2.199 2.148 0.663  O22 0.940
10 N 0.466 1.783 -0.224  H2 1.079, H12 1.020, C24 1.466
11 H -1.667 -0.105 2.427  O20 0.976
12 H -0.375 1.235 -0.044  N10 1.020
13 H 0.244 -2.709 1.499  C16 1.129
14 H 0.232 -0.084 -3.128  C4 1.085
15 H 0.693 1.988 -2.422  C24 1.076
16 C 0.611 -1.698 1.157  C5 1.538, H6 1.120, C8 1.524, H13 1.129
17 H 1.199 0.207 2.101  C5 1.165
18 H 1.913 1.084 -1.510  C24 1.091
19 H -0.278 -2.751 -0.313  C8 1.204
20 O -0.810 0.012 1.974  C5 1.345, H11 0.976
21 H 1.871 -1.079 -1.066  N1 1.120
22 O -2.916 1.977 0.078  H9 0.940, H25 0.945
23 H -0.978 -1.010 -0.234  C8 1.091
24 C 0.858 1.353 -1.569  C4 1.559, N10 1.466, H15 1.076, H18 1.091
25 H -2.711 1.956 -0.844  O22 0.945